Model a:
{
  "formula": "C2H7N2O",
  "method": "the ωB97M-V functional and the def2-TZVPD basis",
  "symbols": ["C", "C", "N", "N", "O", "H", "H", "H", "H", "H", "H", "H"],
  "coordinates": [[0.181, -0.752, -1.115], [0.515, -0.540, 0.358], [-0.599, -1.204, 0.629], [-0.010, 1.535, 0.464], [-1.010, -1.400, -0.674], [0.032, 0.092, -1.702], [0.917, -1.443, -1.714], [1.481, -0.425, 0.812], [-1.199, -1.580, 1.419], [0.742, 2.197, 0.859], [-0.677, 1.751, 1.161], [-0.374, 1.768, -0.498]],
  "nbo_charge": [-0.117, 0.215, -0.226, -0.987, -0.299, 0.218, 0.253, 0.261, 0.462, 0.416, 0.396, 0.408],
  "charge": 1,
  "homo_ha": -0.5322
}

***

Model b:
{
  "formula": "C2H7N2O",
  "method": "the ωB97M-V functional and the def2-TZVPD basis",
  "symbols": ["C", "N", "H", "H", "H", "H", "C", "N", "O", "H", "H", "H"],
  "coordinates": [[-2.302, 0.432, 0.784], [-1.702, -0.678, 0.869], [-3.142, 0.571, 1.464], [-2.084, 1.265, 0.129], [-0.905, -0.877, 0.215], [-2.077, -1.397, 1.472], [1.711, -0.317, -0.429], [2.283, 0.551, -1.291], [0.663, -0.163, 0.177], [2.385, -1.140, -0.144], [3.268, 0.707, -1.175], [1.902, 1.045, -2.071]],
  "nbo_charge": [0.147, -0.562, 0.216, 0.241, 0.479, 0.438, 0.577, -0.826, -0.679, 0.136, 0.413, 0.421],
  "charge": 1,
  "homo_ha": -0.5274
}

***

It is model b that is most stable; the runner-up trails by 3.460 eV.

***

Model a:
{
  "formula": "C7H14Si",
  "method": "the ωB97M-V functional and the def2-TZVPD basis",
  "symbols": ["C", "C", "C", "C", "C", "C", "C", "Si", "H", "H", "H", "H", "H", "H", "H", "H", "H", "H", "H", "H", "H", "H"],
  "coordinates": [[1.585, 0.548, -1.661], [2.237, -0.250, 0.487], [2.074, 1.003, -0.242], [0.831, 0.141, -0.483], [-1.356, 1.089, 1.396], [-0.670, -1.880, 1.115], [-1.787, -0.006, -1.508], [-0.830, -0.189, 0.138], [1.159, 1.400, -2.233], [2.162, -0.149, -2.218], [2.827, -1.060, 0.154], [1.812, -0.398, 1.506], [2.078, 1.938, 0.121], [-0.380, 1.452, 1.836], [-1.750, 2.044, 0.915], [-2.099, 0.858, 2.198], [0.302, -2.007, 1.652], [-1.541, -1.948, 1.816], [-0.878, -2.687, 0.440], [-1.259, 0.801, -2.054], [-1.636, -0.968, -2.042], [-2.879, 0.268, -1.332]],
  "nbo_charge": [-0.382, -0.373, -0.214, -0.512, -1.141, -1.069, -1.089, 1.634, 0.205, 0.196, 0.199, 0.204, 0.206, 0.239, 0.239, 0.246, 0.239, 0.226, 0.231, 0.239, 0.238, 0.238],
  "charge": 0,
  "homo_ha": -0.3179
}

***

Model b:
{
  "formula": "C7H14Si",
  "method": "the ωB97M-V functional and the def2-TZVPD basis",
  "symbols": ["C", "C", "C", "C", "C", "C", "C", "Si", "H", "H", "H", "H", "H", "H", "H", "H", "H", "H", "H", "H", "H", "H"],
  "coordinates": [[-2.882, -0.536, -0.449], [-2.486, 0.741, -0.403], [-2.230, -0.931, 0.854], [-1.753, 0.485, 0.817], [1.904, 1.993, 0.241], [1.038, -0.366, -1.783], [1.769, -1.249, 1.081], [1.120, 0.287, 0.033], [-3.460, -1.149, -1.250], [-2.362, 1.534, -1.176], [-2.849, -1.375, 1.736], [-1.395, -1.600, 0.903], [-1.549, 1.057, 1.723], [1.627, 2.620, -0.766], [1.485, 2.667, 0.932], [3.004, 2.033, 0.195], [0.373, 0.122, -2.406], [2.065, -0.350, -2.247], [0.786, -1.401, -1.781], [2.346, -1.095, 1.991], [0.895, -1.778, 1.345], [2.556, -1.706, 0.411]],
  "nbo_charge": [-0.191, -0.256, -0.494, -0.292, -1.152, -1.102, -1.099, 1.401, 0.200, 0.216, 0.204, 0.209, 0.206, 0.240, 0.251, 0.242, 0.236, 0.232, 0.238, 0.239, 0.238, 0.233],
  "charge": 0,
  "homo_ha": [-0.2480, -0.2435]
}

***

It is model a that is most stable; the runner-up trails by 2.334 eV.

***

Model a:
{
  "formula": "H17LiO9",
  "method": "the ωB97M-V functional and the def2-TZVPD basis",
  "symbols": ["Li", "O", "H", "O", "H", "H", "O", "H", "H", "O", "H", "H", "O", "H", "H", "O", "H", "H", "O", "H", "H", "O", "H", "H", "O", "H", "H"],
  "coordinates": [[2.216, -0.757, -0.836], [0.653, -0.379, 0.271], [0.011, -0.131, -0.357], [-1.076, 3.303, -0.197], [-0.858, 3.175, -1.130], [-0.611, 2.558, 0.309], [-0.779, -1.309, 2.289], [-0.218, -0.991, 1.455], [-0.926, -2.145, 2.254], [-1.575, -0.505, -2.456], [-0.809, 0.028, -2.357], [-2.326, -0.220, -1.946], [1.321, -0.161, -2.668], [1.678, 0.370, -3.163], [1.170, -1.070, -3.061], [3.093, -0.254, 1.043], [3.441, 0.731, 1.185], [2.053, -0.011, 1.200], [-0.442, -2.926, -0.613], [-0.331, -3.438, 0.318], [-0.471, -2.154, -0.140], [-2.505, 0.380, 1.437], [-1.771, -0.119, 1.779], [-3.032, 0.689, 2.131], [0.786, 2.097, 0.795], [0.720, 1.100, 0.694], [0.587, 2.138, 1.755]],
  "nbo_charge": [0.945, -1.265, 0.470, -0.990, 0.445, 0.485, -0.985, 0.499, 0.450, -0.965, 0.471, 0.494, -0.950, 0.459, 0.514, -1.026, 0.490, 0.520, -0.915, 0.447, 0.463, -0.984, 0.482, 0.463, -0.970, 0.482, 0.472],
  "charge": 0,
  "homo_ha": -0.3532
}

***

Model b:
{
  "formula": "H17LiO9",
  "method": "the ωB97M-V functional and the def2-TZVPD basis",
  "symbols": ["Li", "O", "H", "O", "H", "H", "O", "H", "H", "O", "H", "H", "O", "H", "H", "O", "H", "H", "O", "H", "H", "O", "H", "H", "O", "H", "H"],
  "coordinates": [[-0.247, 2.139, -1.665], [-0.065, 0.580, -0.556], [-0.088, 0.681, 0.389], [1.134, 2.453, -2.495], [1.912, 1.878, -2.559], [1.103, 2.354, -3.550], [2.097, -0.105, -1.114], [2.068, -0.526, -1.958], [1.235, 0.263, -0.917], [0.633, -1.884, 0.178], [0.367, -0.959, -0.206], [1.312, -2.331, -0.359], [-0.333, 1.388, 2.998], [0.240, 2.037, 2.909], [0.296, 0.751, 3.029], [-2.568, 0.198, 0.145], [-2.853, 1.187, 0.226], [-1.734, 0.329, -0.168], [-1.697, -2.004, 1.910], [-0.993, -2.308, 1.596], [-1.804, -1.352, 1.285], [1.559, -0.868, 2.473], [1.234, -0.993, 1.643], [2.120, -0.096, 2.394], [-1.696, -0.837, -2.247], [-2.064, -1.640, -1.822], [-1.165, -0.344, -1.554]],
  "nbo_charge": [0.960, -1.260, 0.486, -1.012, 0.523, 0.499, -1.006, 0.451, 0.466, -1.024, 0.498, 0.491, -0.912, 0.437, 0.470, -0.935, 0.458, 0.455, -0.908, 0.447, 0.457, -0.938, 0.480, 0.448, -0.992, 0.484, 0.477],
  "charge": 0,
  "homo_ha": -0.3731
}

***

It is model a that is most stable; the runner-up trails by 0.496 eV.

***

Model a:
{
  "formula": "C2H9N2O",
  "method": "the ωB97M-V functional and the def2-TZVPD basis",
  "symbols": ["C", "N", "H", "H", "H", "H", "N", "C", "O", "H", "H", "H", "H", "H"],
  "coordinates": [[0.540, -0.771, 0.289], [1.213, 0.079, 1.417], [1.099, -0.650, -0.622], [0.567, -1.792, 0.656], [1.795, -0.506, 2.015], [1.790, 0.833, 1.048], [-0.789, -0.372, 0.126], [-1.260, 0.292, -1.077], [-0.088, 0.670, -1.799], [-1.490, -0.729, 0.757], [0.433, 0.479, 1.930], [-1.715, 1.257, -0.828], [-1.915, -0.321, -1.694], [-0.182, 1.530, -2.217]],
  "nbo_charge": [-0.054, -0.702, 0.264, 0.211, 0.438, 0.442, -0.667, 0.113, -0.746, 0.406, 0.444, 0.169, 0.181, 0.502],
  "charge": 1,
  "homo_ha": -0.5082
}

***

Model b:
{
  "formula": "C2H9N2O",
  "method": "the ωB97M-V functional and the def2-TZVPD basis",
  "symbols": ["C", "C", "N", "N", "O", "H", "H", "H", "H", "H", "H", "H", "H", "H"],
  "coordinates": [[-1.386, 0.936, -0.103], [0.186, -0.169, 0.235], [-0.013, -1.530, -0.153], [1.219, 0.475, -0.547], [0.703, -0.123, 1.531], [-0.956, 1.944, 0.264], [-2.173, 0.513, 0.480], [-1.584, 0.914, -1.099], [-0.230, -1.732, -1.156], [-0.683, -2.120, 0.421], [2.162, 0.139, -0.026], [1.127, 0.280, -1.613], [1.073, 1.444, -0.313], [0.554, -0.972, 2.078]],
  "nbo_charge": [-0.595, 0.560, -0.899, -0.741, -0.727, 0.207, 0.235, 0.199, 0.399, 0.420, 0.487, 0.472, 0.455, 0.529],
  "charge": 1,
  "homo_ha": -0.5125
}

***

It is model a that is most stable; the runner-up trails by 1.413 eV.